Below is a 11-piece molecular cluster, H22O11 overall, with properties calculated with the ωB97M-V functional and the def2-TZVPD basis.

ORCA input file:
```
! wB97M-V def2-TZVPD RIJCOSX def2/J DEFGRID3
* xyz 0 1
O 1.4302 -0.3667 -2.3180
H 2.3772 -0.5463 -2.3549
H 1.0086 -1.2199 -2.4929
O -0.3786 -1.2615 4.2752
H -0.0945 -2.0591 3.8145
H -0.8452 -0.7477 3.6065
O 1.5881 2.7981 1.9825
H 2.1444 2.2199 2.5138
H 1.8687 2.6448 1.0644
O -0.5652 1.2458 -3.5793
H 0.0600 1.9082 -3.8890
H -0.0565 0.6922 -2.9668
O 0.4706 -3.0992 -1.4823
H 1.1720 -3.3993 -0.8873
H 0.3327 -3.8370 -2.0927
O 1.7773 2.1679 -0.7450
H 1.5367 1.4240 -1.3099
H 2.2126 2.8011 -1.3273
O -3.4206 0.6945 -0.8557
H -2.8395 0.0876 -1.3394
H -3.0910 0.6753 0.0483
O 1.5756 -1.6452 2.0294
H 2.2331 -1.0962 2.4672
H 0.8707 -1.0238 1.7563
O -1.5649 2.4939 2.8661
H -2.4766 2.3514 3.1443
H -1.4407 1.8978 2.1189
O -0.4031 -0.1613 0.6964
H -0.6070 -0.7629 -0.0370
H -0.0756 0.6430 0.2748
O -1.7228 -1.4755 -1.7628
H -0.8895 -1.9289 -2.0091
H -2.1874 -2.1151 -1.2090
*
```

Results
- Electronic energy: -840.82191 Ha
- SMILES: O.O.O.O.O.O.O.O.O.O.O
- Molar mass: 198.165 g mol⁻¹
- HOMO-LUMO gap: 10.17 eV

Below is an isolated ion of composition C5H5OS2 and charge -1 in a non-equilibrium geometry, with properties calculated with the ωB97M-V functional and the def2-TZVPD basis.

ORCA input file:
```
! wB97M-V def2-TZVPD RIJCOSX def2/J DEFGRID3
* xyz -1 1
C 1.2669 -1.0577 -0.4585
C 2.3489 1.3180 -0.3344
C -0.1140 -0.9103 -0.4584
C 1.8008 2.3277 0.0016
C -2.0332 -0.7578 0.6474
O -0.7543 -1.3611 0.7096
S 0.9723 3.5698 0.5186
S 2.4041 0.0065 -1.4111
H 1.7988 -1.0700 0.5259
H -0.6706 -0.3552 -1.3786
H -1.9064 0.3413 0.5227
H -2.5990 -1.0837 1.4896
H -2.5144 -0.9673 -0.3743
*
```

Results
- Electronic energy: -1065.03326 Ha
- SMILES: CO/C=C/SC#C[S-]
- Molar mass: 145.228 g mol⁻¹
- HOMO-LUMO gap: 6.05 eV

Below is a 2-piece molecular cluster, C8H15N overall in a non-equilibrium geometry, with properties calculated with the ωB97M-V functional and the def2-TZVPD basis.

ORCA input file:
```
! wB97M-V def2-TZVPD RIJCOSX def2/J DEFGRID3
* xyz 0 1
C -1.1074 -1.2365 0.0075
C 1.4077 0.7372 0.0915
C -1.3825 -0.9504 1.4726
C 1.0856 1.6288 -1.0890
C 1.1117 1.3477 1.4451
C -1.6783 -0.3825 -0.9212
C 1.6522 -1.6993 -0.5723
C -2.7847 -0.1565 -1.5838
N 0.8714 -0.8569 -0.0413
H -1.1108 -2.2997 -0.2365
H 2.4896 0.5406 0.0645
H -0.6087 -0.2753 1.8358
H -1.3242 -1.8352 2.1079
H -2.3675 -0.4981 1.5876
H 1.1997 1.0879 -2.0284
H 0.0871 2.0472 -0.9908
H 0.0941 1.7232 1.5038
H 1.7908 2.1912 1.6103
H 1.3656 0.6604 2.2508
H 1.7823 2.4739 -1.1033
H 2.7108 -1.4901 -0.7339
H 1.2944 -2.6709 -0.8929
H -3.7205 -0.6919 -1.4311
H -2.8583 0.6051 -2.3528
*
```

Results
- Electronic energy: -368.38246 Ha
- SMILES: C=NC(C)C.C=C=CC
- Molar mass: 125.215 g mol⁻¹
- HOMO-LUMO gap (alpha / beta): 7.50 / 7.50 eV

Below is C23H30ClCrN3O2S4Sb as an isolated structure in a non-equilibrium geometry, with properties calculated with the ωB97M-V functional and the def2-TZVPD basis.

ORCA input file:
```
! wB97M-V def2-TZVPD RIJCOSX def2/J DEFGRID3
* xyz 0 6
Cr -2.2552 1.1537 1.4691
S -4.7979 1.8537 4.8612
Sb -2.6025 1.9514 4.2152
S -2.6286 3.4021 2.1433
S -1.9981 -0.3026 3.4123
C -6.7731 1.2676 1.3225
S -5.1576 2.0539 1.5868
O -4.2263 0.8463 1.4741
C -5.0723 2.8031 -0.0493
C -4.7472 2.0212 -1.1464
C -4.6461 2.6162 -2.3952
C -4.8604 3.9809 -2.5335
C -5.1754 4.7557 -1.4257
C -5.2825 4.1666 -0.1749
H -6.7843 0.7149 0.3863
H -7.5119 2.0684 1.3248
H -6.9376 0.6026 2.1691
H -4.5766 0.9589 -1.0183
H -4.3966 2.0175 -3.2620
H -4.7784 4.4432 -3.5088
H -5.3169 5.8230 -1.5346
H -5.5039 4.7610 0.7033
C 2.9018 -0.8320 -1.6527
C 4.0972 -0.5323 -0.7422
C 5.2094 -1.5076 -1.1679
C 4.6393 0.8810 -1.0202
C 3.8213 -0.7146 0.7955
O 5.0908 -0.6159 1.4583
C 3.2845 -2.1138 1.2346
C 1.8111 -2.5767 1.2509
C 1.2237 -3.1422 -0.0172
C 1.8398 -4.2004 -0.6799
C 1.3033 -4.7361 -1.8384
C 0.1195 -4.2190 -2.3412
Cl -0.5516 -4.8670 -3.8009
C -0.5357 -3.1975 -1.6760
C 0.0163 -2.6722 -0.5173
C 3.1317 0.4717 1.5560
N 1.8204 0.9950 1.2048
C 0.6609 0.7320 1.8098
N -0.3190 1.3823 1.1937
C 0.3299 2.0705 0.2080
N 1.6159 1.8607 0.1918
H 3.1298 -0.4655 -2.6560
H 1.9799 -0.3573 -1.3386
H 2.7240 -1.9026 -1.7248
H 5.3385 -1.4359 -2.2482
H 4.9590 -2.5466 -0.9421
H 6.1661 -1.2548 -0.7081
H 5.0632 0.9077 -2.0259
H 5.4354 1.1302 -0.3165
H 3.8608 1.6339 -0.9671
H 5.6243 -1.3791 1.2165
H 3.6107 -2.1725 2.2756
H 3.8641 -2.8654 0.6926
H 1.1523 -1.8061 1.6311
H 1.7833 -3.3839 1.9882
H 2.7608 -4.6163 -0.2867
H 1.7952 -5.5535 -2.3484
H -1.4746 -2.8179 -2.0574
H -0.5198 -1.8873 0.0035
H 3.8313 1.3033 1.5136
H 3.0698 0.1529 2.5959
H 0.5314 0.1550 2.7114
H -0.1667 2.7368 -0.4773
*
```

Results
- Electronic energy: -4546.86566 Ha
- Molar mass: 717.989 g mol⁻¹
- HOMO-LUMO gap (alpha / beta): 7.39 / 5.78 eV
- Expectation value of S²: 8.7877

Below is an isolated ion of composition C3H6N3O and charge -1 in a non-equilibrium geometry, with properties calculated with the ωB97M-V functional and the def2-TZVPD basis.

ORCA input file:
```
! wB97M-V def2-TZVPD RIJCOSX def2/J DEFGRID3
* xyz -1 1
C -0.8398 -0.0002 0.5448
C -0.1921 1.2220 -0.1090
C -0.4132 -1.3238 -0.2829
N 1.2583 1.1473 -0.1420
N 0.7642 -1.8572 0.0517
N 1.9060 0.0668 0.0694
O 3.1478 -0.0654 0.0382
H -0.8294 0.0999 1.6002
H -1.9032 0.2326 0.2170
H -0.4373 1.5695 -1.0735
H -0.5285 1.9688 0.6180
H -1.2678 -2.2236 -0.1741
H -0.6650 -0.8368 -1.3578
*
```

Results
- Electronic energy: -357.19664 Ha
- Molar mass: 100.101 g mol⁻¹
- HOMO-LUMO gap (alpha / beta): 7.06 / 7.00 eV

> molar mass of number 5 (C3H6N3O)?

100.101 g mol⁻¹

> Look up the molar mass of the fourth one.

717.989 g mol⁻¹

What did the third record say?
Below is a 2-piece molecular cluster, C8H15N overall in a non-equilibrium geometry, with properties calculated with the ωB97M-V functional and the def2-TZVPD basis.

ORCA input file:
```
! wB97M-V def2-TZVPD RIJCOSX def2/J DEFGRID3
* xyz 0 1
C -1.1074 -1.2365 0.0075
C 1.4077 0.7372 0.0915
C -1.3825 -0.9504 1.4726
C 1.0856 1.6288 -1.0890
C 1.1117 1.3477 1.4451
C -1.6783 -0.3825 -0.9212
C 1.6522 -1.6993 -0.5723
C -2.7847 -0.1565 -1.5838
N 0.8714 -0.8569 -0.0413
H -1.1108 -2.2997 -0.2365
H 2.4896 0.5406 0.0645
H -0.6087 -0.2753 1.8358
H -1.3242 -1.8352 2.1079
H -2.3675 -0.4981 1.5876
H 1.1997 1.0879 -2.0284
H 0.0871 2.0472 -0.9908
H 0.0941 1.7232 1.5038
H 1.7908 2.1912 1.6103
H 1.3656 0.6604 2.2508
H 1.7823 2.4739 -1.1033
H 2.7108 -1.4901 -0.7339
H 1.2944 -2.6709 -0.8929
H -3.7205 -0.6919 -1.4311
H -2.8583 0.6051 -2.3528
*
```

Results
- Electronic energy: -368.38246 Ha
- SMILES: C=NC(C)C.C=C=CC
- Molar mass: 125.215 g mol⁻¹
- HOMO-LUMO gap (alpha / beta): 7.50 / 7.50 eV

> Which value of molar mass does entry 1 give?

198.165 g mol⁻¹